# C12H30BF4N2Na7O8P

A structure of composition C12H30BF4N2Na7O8P in a non-equilibrium geometry (ωB97M-V/def2-TZVPD, the Open Molecules 2025 dataset).

Last column: Löwdin charge in e.
Atoms and positions in Å:
1 Na 10.68106 -15.97988 -8.01979  0.76
2 Na 12.13691 -21.28078 -10.18595  0.75
3 Na 8.83483 -18.66619 -9.92584  0.78
4 Na 12.24197 -17.45758 -10.94709  0.54
5 Na 14.14897 -19.38515 -8.58828  0.61
6 Na 10.08400 -19.39309 -5.92963  0.51
7 Na 12.57591 -22.00747 -6.81203  0.76
8 B 9.32525 -22.21351 -6.52947  -1.28
9 F 10.56294 -21.74191 -5.91706  0.02
10 F 9.14107 -23.52582 -6.34655  0.23
11 F 8.21638 -21.51920 -6.00826  0.14
12 F 9.35917 -21.93072 -7.88448  0.14
13 P 11.42254 -18.65540 -8.48757  -0.12
14 O 12.40623 -17.50194 -8.65519  -0.35
15 O 10.03099 -18.22723 -7.93672  -0.40
16 O 11.97313 -19.84141 -7.70634  -0.36
17 O 11.15644 -19.20491 -9.84983  -0.39
18 C 16.61116 -17.04016 -9.40651  -0.07
19 O 16.01263 -18.23782 -9.89088  -0.24
20 C 16.48809 -18.73724 -11.17374  -0.15
21 C 15.44381 -18.53677 -12.30551  -0.12
22 N 14.12270 -18.98200 -11.81551  -0.10
23 C 13.20589 -19.27574 -12.87511  -0.19
24 C 12.62170 -18.24558 -13.85145  -0.21
25 O 11.56851 -17.57700 -13.28056  -0.22
26 C 10.79194 -16.86461 -14.26404  -0.02
27 H 15.93598 -16.20281 -9.23026  0.09
28 H 17.39821 -16.58871 -10.01054  0.11
29 H 17.03798 -17.24271 -8.42422  0.10
30 H 16.78766 -19.74185 -10.87520  0.13
31 H 17.48619 -18.40545 -11.45975  0.14
32 H 15.87610 -19.02123 -13.18103  0.15
33 H 15.27665 -17.46204 -12.37708  0.14
34 H 14.35146 -19.75931 -11.21255  0.09
35 H 12.37409 -19.74602 -12.35066  0.10
36 H 13.67412 -20.09487 -13.42090  0.14
37 H 12.28469 -18.85982 -14.68646  0.15
38 H 13.46640 -17.66440 -14.22132  0.15
39 H 10.33061 -17.51969 -15.00306  0.11
40 H 11.47505 -16.16845 -14.75067  0.11
41 H 10.05651 -16.23397 -13.76451  0.10
42 C 14.07799 -14.95209 -2.70121  -0.08
43 O 13.18425 -15.87805 -3.27976  -0.19
44 C 13.94829 -16.79465 -4.10747  -0.17
45 C 13.03051 -17.90141 -4.80519  -0.14
46 N 11.75288 -18.27050 -4.14905  -0.06
47 C 11.83979 -19.02217 -2.90285  -0.11
48 C 11.03453 -20.35316 -3.00749  -0.04
49 O 9.61619 -20.09992 -3.36602  0.03
50 C 8.64331 -20.88459 -2.83881  0.05
51 H 14.88396 -15.27129 -2.04044  0.11
52 H 13.34075 -14.46822 -2.06055  0.11
53 H 14.40530 -14.33490 -3.53791  0.10
54 H 14.75984 -17.26386 -3.55130  0.12
55 H 14.62960 -16.35462 -4.83569  0.12
56 H 13.54821 -18.83086 -5.04226  0.11
57 H 12.69140 -17.59053 -5.79335  0.08
58 H 11.38272 -17.37930 -3.85097  0.11
59 H 11.31458 -18.31623 -2.25949  0.15
60 H 12.88308 -19.14391 -2.61163  0.16
61 H 11.15385 -20.99650 -2.13572  0.15
62 H 11.48538 -21.04329 -3.72061  0.14
63 H 8.61338 -21.77239 -3.47049  0.17
64 H 7.65693 -20.43578 -2.72164  0.16
65 H 9.11562 -21.20910 -1.91160  0.14

Calculated values
Electronic energy ... -3087.5933 hartree
2S+1 ... 2
Total charge ... +4
Gap between HOMO and LUMO (spin up / spin down) ... 6.67 / 3.85 eV
LUMO (spin up / spin down) ... -0.4445 / -0.5480 Eh

=====

# C12H30BaN3O7

A structure of composition C12H30BaN3O7 in a non-equilibrium geometry (ωB97M-V/def2-TZVPD, the Open Molecules 2025 dataset).

Last column: Löwdin charge in e.
Atoms and positions in Å:
1 Ba 0.04291 -0.02269 0.13954  2.10
2 N -0.85476 3.63812 0.28236  -0.63
3 O -0.65270 2.60631 -0.38864  -0.23
4 O -1.97390 4.09607 0.48531  0.01
5 O 0.08300 4.18459 0.88427  -0.03
6 C 2.72268 1.98421 2.09720  -0.06
7 O 2.33061 1.25458 0.89202  -0.36
8 C 3.44036 1.17200 -0.01469  -0.20
9 C 3.41949 -0.11407 -0.85085  -0.17
10 N 2.16484 -0.34670 -1.65890  -0.19
11 C 1.85823 0.79966 -2.52064  -0.22
12 C 0.66067 0.35205 -3.36176  -0.19
13 O -0.49354 0.07606 -2.54072  -0.33
14 C -1.50486 -0.47115 -3.32175  -0.12
15 H 2.16419 1.96988 3.03314  0.10
16 H 2.97438 3.01734 1.85761  0.10
17 H 3.63654 1.55689 2.50994  0.08
18 H 4.44141 1.28293 0.40207  0.14
19 H 3.27757 1.97787 -0.73036  0.12
20 H 3.68576 -1.04954 -0.35883  0.12
21 H 4.13009 0.08787 -1.65234  0.12
22 H 2.45166 -1.04771 -2.32704  0.12
23 H 2.70434 1.19017 -3.08605  0.14
24 H 1.52004 1.65887 -1.94142  0.11
25 H 0.87180 -0.39882 -4.12314  0.13
26 H 0.43270 1.18066 -4.03224  0.14
27 H -1.28110 -1.19850 -4.10213  0.10
28 H -2.08952 0.26052 -3.87935  0.11
29 H -2.11239 -1.07718 -2.64964  0.08
30 C -3.70230 1.43595 -1.04276  -0.06
31 O -2.76391 0.62823 -0.28323  -0.33
32 C -3.48149 -0.33228 0.50641  -0.20
33 C -2.95368 -1.78716 0.47001  -0.19
34 N -1.66749 -1.98633 1.08512  -0.21
35 C -1.59953 -1.79028 2.50558  -0.25
36 C -0.30347 -2.26146 3.06596  -0.15
37 O 0.83931 -1.70091 2.23645  -0.35
38 C 2.11637 -2.22355 2.56900  -0.10
39 H -4.40834 2.00558 -0.43850  0.11
40 H -4.21092 0.75961 -1.72976  0.09
41 H -3.13976 2.06731 -1.73053  0.09
42 H -4.51942 -0.46429 0.20084  0.13
43 H -3.51255 0.15681 1.48002  0.13
44 H -2.86082 -2.17644 -0.54387  0.12
45 H -3.70594 -2.49888 0.81007  0.13
46 H -1.30256 -2.92225 0.98031  0.13
47 H -2.34537 -2.25066 3.15356  0.15
48 H -1.57455 -0.72508 2.73543  0.12
49 H -0.13469 -3.33696 3.12002  0.13
50 H -0.33161 -1.96795 4.11532  0.14
51 H 2.76118 -1.65019 3.23501  0.10
52 H 2.60919 -2.32403 1.60197  0.08
53 H 2.14194 -3.27521 2.85443  0.10

Calculated values
Electronic energy ... -1191.2987 hartree
Total charge ... +1
Gap between HOMO and LUMO ... 7.43 eV
ΔE to the lowest compared entry with this formula, charge and spin ... 251.0 kJ/mol
LUMO ... -0.1039 Eh

=====

# C12H30CaN2O8S

A structure of composition C12H30CaN2O8S in a non-equilibrium geometry (ωB97M-V/def2-TZVPD, the Open Molecules 2025 dataset).

Last column: Löwdin charge in e.
Atoms and positions in Å:
1 Ca 0.87441 0.48068 -0.33285  1.24
2 S 3.51283 -0.57485 -0.79721  0.13
3 O 3.97491 -1.73195 -1.51755  -0.36
4 O 4.48462 0.24060 -0.10826  -0.38
5 O 2.65650 0.26052 -1.67855  -0.51
6 O 2.52856 -0.95626 0.18070  -0.49
7 C -2.39722 1.64810 -0.63018  -0.21
8 O -0.99578 1.95800 -0.60769  -0.34
9 C -0.67502 3.32518 -0.23423  -0.21
10 C 0.80127 3.60051 -0.48147  -0.17
11 N 1.68419 2.58399 0.14665  -0.15
12 C 1.70693 2.78067 1.57118  -0.20
13 C 1.88517 1.42158 2.28213  -0.19
14 O 0.85964 0.50833 1.93938  -0.32
15 C 0.68788 -0.51041 2.87060  -0.10
16 H -2.79803 1.61908 0.38303  0.02
17 H -2.66889 0.73629 -1.16207  0.04
18 H -3.01415 2.36066 -1.17768  0.04
19 H -1.07286 3.57425 0.74954  0.09
20 H -1.33101 3.97599 -0.81236  0.10
21 H 1.03579 4.63050 -0.21269  0.12
22 H 0.99546 3.47097 -1.54618  0.11
23 H 2.64939 2.77947 -0.07757  0.13
24 H 0.90540 3.41138 1.95569  0.11
25 H 2.56211 3.40578 1.82810  0.13
26 H 1.92459 1.66637 3.34356  0.12
27 H 2.85582 0.95177 2.12338  0.13
28 H -0.02138 -1.23973 2.47925  0.07
29 H 0.18430 -0.22350 3.79374  0.09
30 H 1.63470 -0.99933 3.09996  0.11
31 C -0.22574 1.16811 -3.46141  -0.08
32 O -0.02343 0.17661 -2.47081  -0.34
33 C -0.65325 -1.04881 -2.69422  -0.21
34 C -0.18097 -2.04321 -1.61704  -0.14
35 N -0.36889 -1.53433 -0.21307  -0.12
36 C -1.79713 -1.57935 0.20432  -0.19
37 C -2.19372 -2.99226 0.64360  -0.22
38 O -1.35960 -3.35663 1.76045  -0.22
39 C -1.55588 -4.68391 2.28522  -0.10
40 H 0.28001 0.92081 -4.39477  0.10
41 H 0.28601 2.05080 -3.07793  0.08
42 H -1.27791 1.41788 -3.59803  0.08
43 H -0.27965 -1.41937 -3.64880  0.13
44 H -1.73701 -0.93518 -2.66873  0.10
45 H 0.87858 -2.23243 -1.78926  0.13
46 H -0.70607 -2.98000 -1.80355  0.11
47 H 0.03861 -2.10949 0.51029  0.09
48 H -2.43338 -1.21873 -0.60391  0.08
49 H -2.00035 -0.87526 1.01120  0.10
50 H -2.02525 -3.69928 -0.16871  0.11
51 H -3.24551 -3.07314 0.91800  0.11
52 H -0.88669 -4.87182 3.12485  0.08
53 H -1.47677 -5.47022 1.53451  0.09
54 H -2.48607 -4.76539 2.84754  0.08

Calculated values
Electronic energy ... -2262.4671 hartree
2S+1 ... 2
Total charge ... -1
Gap between HOMO and LUMO (spin up / spin down) ... 2.08 / 7.60 eV
LUMO (spin up / spin down) ... 0.0808 / 0.0952 Eh

=====

# C12H30ClCrN2O4P

A structure of composition C12H30ClCrN2O4P in a non-equilibrium geometry (ωB97M-V/def2-TZVPD, the Open Molecules 2025 dataset).

Last column: Löwdin charge in e.
Atoms and positions in Å:
1 Cr -0.42807 1.02752 -0.67316  0.23
2 P -0.95822 2.53977 0.27038  0.21
3 O -0.37077 1.25642 0.90690  -0.49
4 O -1.88562 1.62975 -0.58258  -0.50
5 O -0.07319 2.61586 -0.97662  -0.39
6 O -2.01548 3.55327 0.83117  -0.33
7 Cl -0.94951 0.06489 -2.19595  0.58
8 C 1.19583 2.09549 -2.95128  -0.12
9 C 1.65561 0.90281 -2.15681  -0.28
10 N 1.14701 0.86797 -0.73580  -0.41
11 C 1.63235 -0.44081 -0.21846  -0.16
12 C 1.11843 -1.74832 -0.95990  -0.14
13 C 1.97166 1.92451 -0.05008  -0.17
14 C 2.00534 1.94796 1.49580  -0.08
15 H 1.44181 2.11341 -4.01301  0.08
16 H 1.55837 3.08092 -2.65872  0.08
17 H 0.11115 2.16479 -2.86902  0.04
18 H 1.32194 0.05046 -2.74864  0.06
19 H 2.73673 0.77193 -2.20322  0.12
20 H 2.72224 -0.45143 -0.22957  0.13
21 H 1.28658 -0.49786 0.81367  0.04
22 H 1.34980 -1.86982 -2.01811  0.08
23 H 1.71950 -2.51531 -0.47149  0.09
24 H 0.04370 -1.90872 -0.87439  -0.05
25 H 1.61821 2.90109 -0.38094  0.11
26 H 2.99772 1.82607 -0.40452  0.12
27 H 2.68852 2.73941 1.80398  0.09
28 H 2.31269 0.98986 1.91493  0.07
29 H 1.05483 2.22041 1.95449  0.08
30 C -1.11240 -3.06240 -0.71410  -0.11
31 C -0.63175 -2.32446 0.53381  -0.28
32 N -0.96906 -0.85468 0.62986  -0.16
33 C -0.81620 -0.51385 2.05986  -0.22
34 C 0.62984 -0.25050 2.42932  -0.11
35 C -2.32987 -0.45897 0.17675  -0.27
36 C -3.46423 -1.28211 0.88769  -0.07
37 H -1.13646 -2.49713 -1.64576  0.06
38 H -2.13145 -3.38707 -0.50375  0.07
39 H -0.55796 -3.97533 -0.93144  0.09
40 H -0.95995 -2.89670 1.40153  0.12
41 H 0.44431 -2.44661 0.65738  0.08
42 H -1.44144 0.35514 2.26485  0.14
43 H -1.22483 -1.29762 2.69769  0.11
44 H 0.92151 0.71576 2.01778  -0.01
45 H 0.70098 -0.13551 3.51090  0.10
46 H 1.33252 -1.01400 2.09552  0.09
47 H -2.42895 -0.66028 -0.88990  0.03
48 H -2.49530 0.60315 0.35742  0.07
49 H -4.46864 -0.98377 0.58726  0.06
50 H -3.44344 -1.11785 1.96505  0.05
51 H -3.42654 -2.36735 0.79317  0.04

Calculated values
Electronic energy ... -2731.1196 hartree
2S+1 ... 4
Total charge ... -1
Gap between HOMO and LUMO (spin up / spin down) ... 6.03 / 7.48 eV
ΔE to the lowest compared entry with this formula, charge and spin ... 2165.9 kJ/mol
LUMO (spin up / spin down) ... 0.1098 / 0.1092 Eh